C5H8O in the gas phase in a non-equilibrium geometry, computed with ωB97M-V/def2-TZVPD.

The geometry in XYZ format:
```
14
Properties=species:S:1:pos:R:3:forces:R:3:mulliken_charge:R:1
C -1.3767 -1.0901 -0.2437 -1.28 -0.86 2.00 -1.033
C -0.6401 0.0105 -0.7755 1.16 -0.65 -1.52 -0.466
C 0.1810 1.5177 0.7323 0.03 1.25 1.27 -1.101
C 0.7631 0.5682 -0.1515 -0.80 -1.21 -1.27 0.565
C 1.5240 -0.5564 0.5123 0.33 0.04 0.05 -0.193
O 2.5948 -0.9632 0.1336 -0.52 0.13 0.10 -0.478
H -0.8513 -1.9782 0.0941 -0.11 0.13 -0.03 0.334
H -2.4589 -1.0934 -0.1765 0.12 0.01 0.01 0.294
H -0.5694 -0.8885 -1.5162 1.03 1.29 -0.77 0.322
H -1.2128 0.8011 -1.2557 0.11 -0.05 0.22 0.418
H -0.3510 1.1740 1.6118 -0.01 0.06 -0.08 0.341
H 0.1638 2.5740 0.5015 -0.01 -0.09 0.02 0.323
H 1.3677 0.9806 -0.9613 -0.11 -0.02 0.13 0.303
H 1.0432 -0.9650 1.4274 0.04 -0.03 -0.13 0.370
```
Forces are in eV/Å.

The calculated total energy is -270.35334 hartree. The calculation puts the energy above the lowest of the compared OMol25 structures with the same formula, charge and spin at 537.1 kJ/mol. The calculation puts the LUMO energy (alpha / beta) at 0.089 / 0.567 eV. Its HOMO energy (alpha / beta) is -7.2 / -8.0 eV. The value obtained for the HOMO-LUMO gap (alpha / beta) is 7.3 / 8.6 eV.

***

C5H8O in the gas phase in a non-equilibrium geometry, computed with ωB97M-V/def2-TZVPD.

The geometry in XYZ format:
```
14
Properties=species:S:1:pos:R:3:forces:R:3:mulliken_charge:R:1
C -0.7428 -1.4938 -0.4488 0.26 0.14 -0.05 -1.468
C -0.5653 -0.1007 0.2136 -0.34 -0.55 -0.14 0.351
C -0.1143 1.0917 -0.7092 -0.01 -0.10 -0.23 -0.615
C 1.0431 1.3660 0.2389 0.12 0.03 -0.04 0.404
O 1.8812 2.2246 0.3013 -0.41 -0.33 0.02 -0.561
C 0.7236 0.1425 1.0848 0.09 -0.23 0.01 -0.621
H 0.1490 -1.8147 -0.9919 0.04 0.02 -0.02 0.383
H -0.9815 -2.2767 0.2891 0.22 0.38 -0.04 0.350
H -1.5872 -1.5044 -1.1566 0.30 0.25 0.16 0.346
H -1.5348 -0.0246 0.7065 0.26 0.98 0.39 0.309
H -0.7290 1.9760 -0.9234 -0.17 -0.44 0.16 0.311
H 0.2789 0.7067 -1.6544 -0.04 0.10 -0.09 0.252
H 0.7139 0.3437 2.1643 -0.38 -0.23 -0.26 0.309
H 1.4652 -0.6362 0.8860 0.06 -0.02 0.12 0.249
```
Forces are in eV/Å.

The calculated total energy is -270.52035 hartree. The calculation puts the energy above the lowest of the compared OMol25 structures with the same formula, charge and spin at 98.6 kJ/mol. The calculation puts the LUMO energy at 0.969 eV. Its HOMO energy is -9.5 eV. The value obtained for the HOMO-LUMO gap is 10.4 eV.

***

C5H8O in the gas phase in a non-equilibrium geometry, computed with ωB97M-V/def2-TZVPD.

The geometry in XYZ format:
```
14
Properties=species:S:1:pos:R:3:forces:R:3:mulliken_charge:R:1
C 0.0237 -1.8868 -0.1847 -0.58 1.20 -3.47 -0.683
C 0.6587 -0.6838 0.5755 -4.63 -0.61 1.68 -0.694
C -0.6921 -0.1275 -1.2677 1.82 -3.68 3.94 -0.499
C -0.0004 0.5244 -0.1186 0.91 -1.64 -0.78 1.078
C -0.1807 1.8311 0.5777 1.03 1.99 -1.63 -1.291
O 0.4888 0.4513 -1.4818 0.43 1.70 -1.23 -0.442
H 0.7346 -2.4783 -0.8062 0.03 1.08 0.14 0.231
H -0.7546 -2.6866 -0.1131 0.04 1.50 1.54 0.310
H 0.3617 -0.6195 1.6400 0.11 -0.34 -0.22 0.319
H 1.6736 -0.7789 0.5650 2.85 0.36 -0.32 0.357
H -1.6258 -0.1432 -1.7322 -1.01 0.55 -1.18 0.360
H -0.2862 2.7768 -0.1076 0.38 -1.99 1.01 0.310
H 0.6436 1.9937 1.2835 0.04 0.09 -0.35 0.314
H -1.0448 1.8271 1.1704 -1.43 -0.21 0.85 0.330
```
Forces are in eV/Å.

The calculated total energy is -270.36955 hartree. The calculation puts the energy above the lowest of the compared OMol25 structures with the same formula, charge and spin at 494.5 kJ/mol. The calculation puts the LUMO energy at 1.033 eV. Its HOMO energy is -7.9 eV. The value obtained for the HOMO-LUMO gap is 9.0 eV.

***

C5H8O in the gas phase, computed with ωB97M-V/def2-TZVPD.

The geometry in XYZ format:
```
14
Properties=species:S:1:pos:R:3:forces:R:3:mulliken_charge:R:1
C 0.1180 0.7112 0.9707 0.00 0.03 0.05 -0.614
C -0.5244 1.0922 -0.3709 -0.03 0.04 0.00 -0.653
C -0.7833 -0.2401 -1.0397 0.12 0.23 -0.25 -0.146
O -1.2317 -1.3042 -0.2056 -0.18 0.00 0.13 -0.462
C 0.1646 -1.2054 -0.4864 0.24 -0.08 -0.02 -0.098
C 0.9322 -0.5603 0.6510 0.04 -0.03 -0.02 -0.699
H 0.7377 1.5145 1.3807 -0.09 -0.13 -0.07 0.338
H -0.6618 0.4871 1.7044 0.13 0.00 -0.14 0.263
H 0.2186 1.5794 -1.0161 -0.12 0.14 0.10 0.254
H -1.3850 1.7615 -0.2807 0.04 -0.18 0.01 0.346
H -1.1461 -0.2711 -2.0654 0.11 -0.07 0.13 0.447
H 0.6064 -2.0000 -1.0858 -0.17 0.03 0.17 0.416
H 1.9407 -0.3009 0.3054 -0.11 -0.06 0.03 0.294
H 1.0304 -1.2276 1.5134 0.01 0.08 -0.12 0.314
```
Forces are in eV/Å.

The calculated total energy is -270.51839 hartree. The calculation puts the energy above the lowest of the compared OMol25 structures with the same formula, charge and spin at 103.7 kJ/mol. The calculation puts the LUMO energy at 1.143 eV. Its HOMO energy is -10.0 eV. The value obtained for the HOMO-LUMO gap is 11.1 eV.

***

C5H8O in the gas phase, computed with ωB97M-V/def2-TZVPD.

The geometry in XYZ format:
```
14
Properties=species:S:1:pos:R:3:forces:R:3:mulliken_charge:R:1
C -2.0010 0.8918 2.3873 0.07 -0.04 -0.08 -0.742
C -1.0259 0.4542 1.6360 0.06 0.04 0.01 0.020
C -0.0714 0.0182 0.8569 -0.16 -0.01 0.08 -0.220
C -0.0979 0.2050 -0.6487 -0.25 0.01 0.00 -0.253
O 1.1842 0.3794 -1.2076 0.02 0.13 0.01 -0.354
C 1.7263 -0.7747 -1.7984 0.17 -0.24 -0.15 -0.664
H -1.9879 1.8819 2.8372 0.11 -0.14 -0.09 0.243
H -2.8709 0.2728 2.5897 0.11 0.03 -0.06 0.240
H 0.7636 -0.5353 1.2875 -0.12 0.09 -0.10 0.303
H -0.6807 1.0994 -0.8929 0.03 -0.14 0.08 0.320
H -0.5918 -0.6545 -1.1281 0.04 0.10 0.11 0.286
H 2.0586 -1.5176 -1.0580 -0.06 0.13 -0.03 0.273
H 1.0054 -1.2640 -2.4713 0.08 0.12 0.09 0.315
H 2.5892 -0.4566 -2.3896 -0.10 -0.08 0.13 0.233
```
Forces are in eV/Å.

The calculated total energy is -270.46312 hartree. The calculation puts the energy above the lowest of the compared OMol25 structures with the same formula, charge and spin at 248.8 kJ/mol. The calculation puts the LUMO energy at 1.037 eV. Its HOMO energy is -9.5 eV. The value obtained for the HOMO-LUMO gap is 10.5 eV.

***

C5H8O2 in the gas phase in a non-equilibrium geometry, computed with ωB97M-V/def2-TZVPD.

The geometry in XYZ format:
```
15
Properties=species:S:1:pos:R:3:forces:R:3:mulliken_charge:R:1
O 1.9710 1.3408 1.8406 -0.73 -0.56 0.53 -0.409
C 1.0301 0.6534 1.9548 0.45 0.45 0.27 0.553
C -0.0379 -0.1217 2.0454 0.05 0.17 0.18 -0.669
C -0.7131 -0.5511 0.7478 0.08 0.03 -0.09 -0.176
C 0.1394 0.1617 -0.3125 0.08 0.08 -0.07 -0.467
C 0.4072 -0.3109 -1.7182 0.29 -0.07 0.10 -0.760
O -0.6421 -0.2015 -2.6446 -0.39 -0.23 -0.03 -0.507
H -0.4217 -0.2801 3.0430 -0.08 -0.13 -0.03 0.340
H -1.7622 -0.2217 0.7522 0.26 -0.02 -0.11 0.271
H -0.7278 -1.6433 0.6132 0.19 0.20 0.14 0.286
H -0.1467 1.2206 -0.3086 0.22 -0.12 -0.08 0.325
H 1.1550 0.0565 0.0778 0.04 0.31 -0.24 0.239
H 1.2097 0.3451 -2.0768 -0.16 -0.21 -0.17 0.329
H 0.8284 -1.3283 -1.6618 -0.19 0.03 -0.23 0.334
H -1.3331 -0.8079 -2.3586 -0.10 0.06 -0.16 0.310
```
Forces are in eV/Å.

The calculated total energy is -345.73293 hartree. The calculation puts the energy above the lowest of the compared OMol25 structures with the same formula, charge and spin at 189.1 kJ/mol. The calculation puts the LUMO energy at 0.713 eV. Its HOMO energy is -9.0 eV. The value obtained for the HOMO-LUMO gap is 9.7 eV.

***

2 unconnected molecules or ions with the total composition C5H8O2 in a non-equilibrium geometry, computed with ωB97M-V/def2-TZVPD.

The geometry in XYZ format:
```
15
Properties=species:S:1:pos:R:3:forces:R:3:mulliken_charge:R:1
O -1.8683 -1.5577 -0.6772 -0.85 -2.12 -0.05 -0.534
C -1.3045 -0.3101 -0.7512 -0.20 0.83 -3.19 -0.395
C -0.6153 0.0609 0.4519 -1.04 -1.14 5.53 -0.468
C 0.6545 -0.6067 0.7763 2.28 0.50 -1.31 -0.118
C 1.7349 0.0067 1.2668 -0.47 -0.26 0.27 -0.921
C 1.5163 1.8175 -1.2634 1.05 -0.26 -1.04 0.172
O 2.3397 1.5329 -1.9941 -1.04 0.34 0.94 -0.187
H -2.2372 -1.7306 -1.5559 0.06 -0.28 0.46 0.317
H -2.0959 0.3615 -1.1120 0.29 0.62 0.62 0.376
H -0.5680 -0.3209 -1.5703 0.14 0.19 -0.11 0.257
H -0.6641 1.1122 0.7113 0.34 0.17 -0.23 0.410
H -1.1210 -0.4859 1.3971 -0.37 1.42 -1.92 0.218
H 0.7554 -1.6458 0.4703 -0.22 0.00 0.09 0.308
H 2.6668 -0.5177 1.4363 -0.09 -0.04 0.11 0.253
H 1.6771 1.0410 1.5910 0.12 0.03 -0.17 0.311
```
Forces are in eV/Å.

The calculated total energy is -345.72216 hartree. The calculation puts the energy above the lowest of the compared OMol25 structures with the same formula, charge and spin at 217.4 kJ/mol. The calculation puts the LUMO energy at 0.859 eV. Its HOMO energy is -9.3 eV. The value obtained for the HOMO-LUMO gap is 10.1 eV.

***

2 unconnected molecules or ions with the total composition C5H8O2, computed with ωB97M-V/def2-TZVPD.

The geometry in XYZ format:
```
15
Properties=species:S:1:pos:R:3:forces:R:3:mulliken_charge:R:1
C -0.4003 0.5547 -1.5666 -0.02 -0.13 0.12 -0.780
C -0.1956 -0.2214 -0.5071 -0.06 0.16 -0.33 0.281
C -0.7393 -1.5414 0.0227 -0.16 -0.11 -0.08 -0.510
C 0.4062 -1.5730 1.0763 0.07 -0.04 0.12 -0.441
C 0.8307 -0.1841 0.5824 0.39 0.31 0.18 0.471
O 1.6474 0.6281 0.9486 -0.43 -0.38 -0.15 -0.634
H 0.1755 1.4663 -1.7040 -0.07 -0.19 0.00 0.330
H -1.1592 0.3130 -2.3062 0.07 0.01 0.09 0.296
H -1.7364 -1.4542 0.4654 0.15 -0.02 -0.07 0.208
H -0.7419 -2.3636 -0.6971 0.01 0.10 0.11 0.274
H 1.1675 -2.3381 0.8946 -0.08 0.14 0.03 0.239
H 0.1082 -1.6082 2.1283 0.05 0.01 -0.15 0.278
O 0.2643 3.1107 0.0077 -0.02 -0.07 0.19 -0.673
H 0.9346 2.4914 0.3373 0.03 0.07 -0.01 0.343
H -0.5616 2.7197 0.3176 0.07 0.15 -0.06 0.318
```
Forces are in eV/Å.

The calculated total energy is -345.74751 hartree. The calculation puts the energy above the lowest of the compared OMol25 structures with the same formula, charge and spin at 150.8 kJ/mol. The calculation puts the LUMO energy at -0.145 eV. Its HOMO energy is -10.0 eV. The value obtained for the HOMO-LUMO gap is 9.9 eV.

***

A molecular structure, C5H8O2, computed with ωB97M-V/def2-TZVPD.

The geometry in XYZ format:
```
15
Properties=species:S:1:pos:R:3:forces:R:3:mulliken_charge:R:1
C -0.8217 1.6627 -0.7316 -0.08 0.08 0.12 -1.056
C -0.0884 1.3371 0.3933 -0.01 0.32 0.07 0.873
O 0.4396 1.9239 1.3284 -0.19 -0.15 -0.25 -0.685
C 0.4897 -0.2738 0.3077 -0.06 -0.15 -0.02 0.553
O 1.6421 -0.3457 1.0463 0.01 0.06 0.12 -0.613
C 0.2911 -1.3676 -0.7397 0.04 -0.04 -0.20 -0.727
C -0.5758 -1.3346 0.4707 -0.14 -0.07 0.11 -0.517
H 0.4939 0.6859 -0.6592 0.07 -0.12 -0.14 0.252
H -1.2916 0.8767 -1.3147 0.15 0.07 0.09 0.211
H -1.1547 2.6832 -0.8942 0.04 -0.14 0.05 0.303
H 1.5806 0.4259 1.6493 0.06 -0.05 -0.05 0.372
H 1.1087 -2.0811 -0.7733 -0.12 0.12 0.02 0.247
H -0.1339 -1.1065 -1.7060 0.06 -0.02 0.18 0.272
H -1.6144 -1.0357 0.3631 0.18 -0.02 0.01 0.257
H -0.3654 -2.0504 1.2599 -0.01 0.11 -0.12 0.259
```
Forces are in eV/Å.

The calculated total energy is -345.62779 hartree. The calculation puts the energy above the lowest of the compared OMol25 structures with the same formula, charge and spin at 465.2 kJ/mol. The calculation puts the LUMO energy at 0.846 eV. Its HOMO energy is -8.8 eV. The value obtained for the HOMO-LUMO gap is 9.6 eV.

***

A molecular structure, C5H8O2, computed with ωB97M-V/def2-TZVPD.

The geometry in XYZ format:
```
15
Properties=species:S:1:pos:R:3:forces:R:3:mulliken_charge:R:1
C 1.9762 -0.3178 0.6787 0.02 -0.03 0.02 -1.254
C 0.7574 0.0653 -0.0799 0.32 -0.21 0.02 0.917
C -0.1075 -0.6486 -1.0185 0.06 -0.04 -0.12 -0.706
C -0.7224 -0.1184 0.2879 -0.04 0.20 0.12 0.651
O -1.2923 -0.9722 1.2021 -0.15 -0.08 -0.08 -0.537
C -0.6493 1.3519 0.4572 0.09 -0.19 0.01 -0.720
O 0.5113 1.4762 -0.2534 -0.04 0.11 0.05 -0.252
H 2.8757 -0.1093 0.0916 -0.10 -0.07 0.06 0.338
H 1.9428 -1.3826 0.9213 0.03 0.12 -0.03 0.317
H 2.0187 0.2610 1.6061 0.04 -0.11 -0.13 0.315
H -0.3703 -0.2044 -1.9774 0.03 0.01 0.20 0.253
H -0.0126 -1.7322 -0.9934 -0.03 0.18 0.00 0.265
H -2.1292 -1.2805 0.8309 0.11 -0.01 0.14 0.354
H -2.5422 1.6391 -1.1821 -0.09 0.11 -0.02 0.042
H -2.2561 1.9724 -0.5712 -0.24 0.01 -0.24 0.015
```
Forces are in eV/Å.

The calculated total energy is -345.58698 hartree. The calculation puts the energy above the lowest of the compared OMol25 structures with the same formula, charge and spin at 572.3 kJ/mol. The calculation puts the LUMO energy at 0.600 eV. Its HOMO energy is -8.3 eV. The value obtained for the HOMO-LUMO gap is 8.9 eV.